Entry from the OMol25 dataset: a structure of composition C39H39N3O3ReSSb (ωB97M-V/def2-TZVPD).

Results
**Spin multiplicity**: 4
**HOMO-LUMO gap (alpha / beta)**: 6.72 / 6.14 eV
**Net charge**: +3
**Energy relative to the best compared isomer or geometry (same formula, charge and spin)**: 0.0 kcal per mole

Cartesian coordinates (Å):
1 Re 0.5668 -0.1158 0.2469
2 O 2.5785 0.2235 -0.3151
3 S 3.1013 -1.1768 0.0910
4 O 3.6353 -1.2291 1.4077
5 N 1.6013 -1.7977 -0.0406
6 C 1.0113 -3.0124 0.3230
7 C 1.5985 -4.2357 0.5077
8 C 0.7786 -5.3569 0.7585
9 C -0.5855 -5.2566 0.7643
10 C -1.2117 -4.0031 0.5504
11 C -2.6055 -3.8176 0.4466
12 C -3.1116 -2.5695 0.1639
13 C -2.2421 -1.4855 0.0554
14 N -0.9211 -1.6113 0.1954
15 C -0.3954 -2.8740 0.3798
16 C 4.1888 -1.7820 -1.0968
17 C 5.3694 -2.3762 -0.6550
18 C 6.2394 -2.8794 -1.6057
19 C 5.9270 -2.7803 -2.9557
20 C 4.7445 -2.1765 -3.3800
21 C 3.8591 -1.6725 -2.4492
22 H 2.6723 -4.3585 0.4510
23 H 1.2500 -6.3165 0.9188
24 H -1.2018 -6.1322 0.9186
25 H -3.2684 -4.6655 0.5688
26 H -4.1720 -2.4045 0.0405
27 H -2.6244 -0.4894 -0.1379
28 H 5.6002 -2.4261 0.4008
29 H 7.1650 -3.3421 -1.2934
30 H 6.6148 -3.1764 -3.6908
31 H 4.5232 -2.0987 -4.4351
32 H 2.9388 -1.1947 -2.7594
33 C 1.3208 2.9105 4.3245
34 N 0.9893 2.3193 2.9801
35 C 2.2305 2.4403 2.1781
36 C 0.2920 0.9560 3.1663
37 O 0.5049 0.0370 2.1552
38 H 1.6828 3.9232 4.1702
39 H 2.1081 2.2969 4.7574
40 H 0.4510 2.9152 4.9672
41 H 3.0852 2.1740 2.7951
42 H 2.3164 3.4791 1.8576
43 H 2.2232 1.7906 1.3122
44 H 0.6177 0.4838 4.0950
45 C 2.6069 3.1618 -1.6146
46 C 1.7280 4.3447 -1.3450
47 C 2.0905 5.5835 -1.8703
48 C 1.2956 6.7081 -1.7106
49 C 0.0928 6.6202 -1.0281
50 C -0.2960 5.4009 -0.5035
51 C 0.5219 4.2745 -0.6386
52 Sb -0.3377 2.5433 0.2020
53 C -2.3525 2.6582 -0.3874
54 C -3.2910 3.3300 0.3937
55 C -4.6000 3.4475 -0.0453
56 C -4.9623 2.8961 -1.2665
57 C -4.0184 2.2489 -2.0512
58 C -2.6947 2.1268 -1.6351
59 C -1.6753 1.4888 -2.5396
60 C -0.3892 2.8410 2.3867
61 C -0.7763 4.2192 2.7714
62 C -1.5268 4.4218 3.8627
63 C -1.9125 3.3395 4.7619
64 C -1.6294 2.0685 4.4769
65 C -1.0820 1.6593 3.1272
66 C -2.2109 0.8849 2.4666
67 H 3.5821 3.4850 -1.9737
68 H 2.1782 2.5155 -2.3863
69 H 2.7826 2.5544 -0.7295
70 H 3.0160 5.6642 -2.4259
71 H 1.6119 7.6533 -2.1310
72 H -0.5420 7.4880 -0.9163
73 H -1.2567 5.3291 -0.0030
74 H -3.0072 3.7693 1.3439
75 H -5.3289 3.9737 0.5558
76 H -5.9814 2.9826 -1.6186
77 H -4.3079 1.8520 -3.0161
78 H -2.1247 1.1947 -3.4863
79 H -1.2409 0.5752 -2.1091
80 H -0.8550 2.1746 -2.7744
81 H -0.4691 5.0482 2.1432
82 H -1.8366 5.4271 4.1194
83 H -2.4134 3.5986 5.6851
84 H -1.9001 1.2647 5.1526
85 H -2.4974 0.0424 3.0981
86 H -1.9394 0.4974 1.4888
87 H -3.0830 1.5230 2.3424

Atom charges from the Mulliken analysis, given in e for atoms 1 to 8: 0.69 -0.50 1.64 -0.75 0.10 0.62 -0.55 -0.93